C71H66CsN3O3P2S6Si | the ωB97M-V functional and the def2-TZVPD basis

```
153
Properties=species:S:1:pos:R:3:forces:R:3:lowdin_charge:R:1
Cs -0.047553 0.754715 -1.656687 -2.507 -0.343 0.304 0.7805
O 2.358663 0.370360 -2.240517 2.081 -0.642 -0.971 -0.8858
S 3.015801 -0.376117 -1.126713 0.235 0.087 -0.572 0.8403
C 4.760924 0.168745 -1.172789 0.049 -0.170 0.156 -0.2420
C 5.770679 -0.764209 -1.213983 -0.158 -0.040 0.007 -0.0597
C 7.114420 -0.438116 -1.485436 0.135 -0.022 -0.001 -0.0180
C 7.416418 0.861065 -1.756979 -0.055 0.010 0.056 -0.1616
C 8.706748 1.518397 -2.183737 0.016 0.023 -0.007 -0.1084
C 8.384543 3.036588 -2.219732 -0.021 0.007 -0.006 -0.1092
C 6.916622 3.124301 -1.871898 0.001 0.054 0.001 -0.1687
C 6.083034 4.190178 -1.734637 0.079 0.003 -0.029 -0.0105
C 4.766816 3.960700 -1.280938 -0.083 -0.073 0.031 -0.0492
C 4.238317 2.711711 -1.024450 -0.006 -0.094 -0.053 -0.2689
P 2.545490 2.518819 -0.294481 0.156 0.773 0.583 1.0546
C 2.055326 4.272645 -0.094963 -0.071 0.030 -0.118 -0.3996
C 1.937839 4.914889 1.132518 0.152 0.010 -0.034 -0.0887
C 1.500122 6.229785 1.189784 0.007 0.033 0.033 -0.0886
C 1.177531 6.914526 0.027882 0.016 -0.015 -0.029 -0.1016
C 1.279835 6.274136 -1.199597 0.050 0.075 0.018 -0.0907
C 1.702413 4.957387 -1.259509 0.035 -0.096 0.031 -0.1396
C 3.028790 2.099991 1.431139 0.053 -0.053 -0.043 -0.3714
C 4.289340 2.321499 1.982187 -0.061 -0.059 0.011 -0.0796
C 4.540596 2.007431 3.310947 0.041 -0.007 0.038 -0.0877
C 3.532708 1.480528 4.106122 -0.003 0.060 -0.024 -0.1072
C 2.273824 1.251824 3.566996 0.031 0.073 0.036 -0.1035
C 2.028103 1.549965 2.234449 -0.012 0.035 -0.030 -0.1018
C 5.068201 1.565043 -1.271095 0.103 0.214 -0.030 -0.1288
C 6.407860 1.835562 -1.625994 -0.104 -0.108 0.016 -0.0867
C 3.288044 -2.028686 -1.835999 -0.052 0.043 0.010 -0.3019
C 3.294278 -2.087606 -3.210029 -0.085 0.184 0.241 -0.0313
C 3.635184 -3.252508 -3.926187 0.109 -0.215 0.099 -0.0038
C 3.989081 -4.360904 -3.213855 0.131 0.242 0.032 -0.1785
C 4.488283 -5.713660 -3.659108 0.012 0.011 0.012 -0.1103
C 4.683453 -6.517545 -2.342409 -0.041 0.025 -0.048 -0.1070
C 4.321604 -5.547058 -1.243068 0.058 0.035 0.115 -0.1671
C 4.329934 -5.675180 0.118227 -0.012 -0.129 -0.188 -0.0135
C 3.913010 -4.576444 0.890720 -0.080 0.215 -0.017 -0.0762
C 3.526268 -3.354809 0.366385 -0.039 -0.242 0.224 -0.2821
P 2.846405 -2.052637 1.504608 0.105 -0.182 0.365 1.1302
C 1.406362 -2.972598 2.210263 0.135 -0.027 -0.047 -0.3336
C 1.448093 -3.905935 3.246355 0.189 -0.071 -0.206 -0.1027
C 0.305353 -4.591585 3.625820 0.068 -0.412 -0.428 -0.1109
C -0.903295 -4.349986 2.985372 0.620 -0.580 -0.729 -0.1160
C -0.964973 -3.404598 1.974284 0.490 -0.464 -0.570 -0.0939
C 0.183233 -2.726871 1.587723 -0.050 0.071 0.093 -0.0624
C 4.073731 -2.104241 2.870152 -0.095 -0.018 -0.023 -0.3635
C 5.429104 -2.334330 2.640539 -0.015 -0.009 0.005 -0.0962
C 6.340036 -2.295016 3.686095 0.052 0.033 0.015 -0.0927
C 5.913913 -2.011500 4.975234 -0.041 0.016 0.031 -0.1021
C 4.574205 -1.732858 5.207470 0.011 -0.010 -0.030 -0.0927
C 3.665762 -1.763729 4.161265 -0.053 -0.127 -0.045 -0.1199
C 3.554636 -3.189555 -1.052038 -0.005 -0.105 0.001 -0.1599
C 3.932633 -4.321231 -1.804586 0.114 0.116 -0.099 -0.1081
H 5.536514 -1.808463 -1.068190 -0.017 -0.018 -0.087 0.0948
H 7.857119 -1.226438 -1.520858 0.003 0.004 -0.007 0.1097
H 9.007975 1.158229 -3.169695 0.017 -0.026 0.015 0.1130
H 9.521540 1.288282 -1.495123 0.001 -0.004 -0.002 0.1112
H 8.588277 3.466816 -3.201829 0.007 0.012 0.008 0.1115
H 8.985705 3.590780 -1.496147 0.013 -0.002 -0.010 0.1118
H 6.413877 5.204727 -1.923859 -0.006 0.009 0.028 0.1121
H 4.146003 4.825790 -1.098884 -0.024 0.004 0.015 0.0956
H 2.161837 4.384567 2.048712 0.010 0.016 0.019 0.0988
H 1.388537 6.715502 2.151843 -0.010 -0.018 0.010 0.0958
H 0.808852 7.931512 0.077957 -0.016 -0.002 0.002 0.0998
H 0.988809 6.787259 -2.107677 -0.035 -0.039 -0.010 0.0992
H 1.723384 4.441642 -2.214369 -0.093 0.014 -0.022 0.0824
H 5.077089 2.753534 1.376317 -0.003 0.004 -0.004 0.1017
H 5.524604 2.186053 3.729574 0.002 -0.010 -0.006 0.0948
H 3.730668 1.247065 5.145670 -0.007 -0.007 -0.010 0.0954
H 1.474329 0.848779 4.175450 -0.016 -0.027 -0.010 0.0387
H 1.035351 1.388665 1.824865 -0.016 0.004 0.022 0.0915
H 3.046571 -1.180543 -3.744309 -0.005 0.086 -0.014 0.1133
H 3.632354 -3.242795 -5.008969 -0.006 0.025 -0.005 0.1178
H 5.426679 -5.603136 -4.206404 0.006 -0.045 0.008 0.1150
H 3.782955 -6.200421 -4.334695 -0.014 0.003 -0.006 0.1095
H 5.710766 -6.871043 -2.238649 -0.011 -0.020 0.027 0.1125
H 4.034757 -7.395175 -2.308249 0.020 -0.024 -0.013 0.1128
H 4.624004 -6.600456 0.600404 -0.004 0.024 0.027 0.1106
H 3.892152 -4.696918 1.964801 -0.023 -0.008 0.099 0.0994
H 2.373681 -4.094216 3.775152 0.057 -0.012 -0.018 0.1000
H 0.359284 -5.318947 4.427054 -0.015 0.018 0.038 0.1118
H -1.792472 -4.891325 3.283517 -0.011 -0.089 -0.081 0.1145
H -1.905623 -3.197417 1.478457 0.568 -0.102 -0.185 0.0866
H 0.127389 -1.989431 0.793736 -0.054 -0.012 0.022 0.1055
H 5.773821 -2.552646 1.637396 0.019 -0.041 0.002 0.0967
H 7.388824 -2.488937 3.497079 0.000 0.001 -0.039 0.0963
H 6.620707 -2.000161 5.795493 0.023 0.022 -0.009 0.0935
H 4.235462 -1.483461 6.205417 -0.014 0.005 0.002 0.1029
H 2.623613 -1.528439 4.341756 -0.011 -0.010 0.051 0.1043
C -6.871744 -0.380673 -0.848474 0.027 -0.239 -0.052 -0.1972
Si -5.035707 -0.378035 -1.398357 0.183 0.679 0.066 0.3633
C -5.035536 0.277812 -3.170595 -0.062 0.024 0.043 -0.1843
C -4.197467 0.935705 -0.303287 -0.191 -0.288 -0.147 -0.1767
N -4.117539 -1.777982 -1.305465 -0.101 -0.560 -0.134 -0.0571
C -4.398174 -3.082393 -1.336815 -0.031 0.355 0.246 -0.3402
C -5.599112 -3.679134 -0.842432 0.098 0.061 -0.059 -0.0568
C -5.810169 -5.045109 -0.811142 -0.152 0.058 0.077 -0.1506
C -4.836144 -5.924309 -1.249552 0.062 -0.253 -0.025 -0.1551
C -3.651058 -5.398055 -1.758128 0.119 0.125 -0.152 -0.0575
C -3.443956 -4.033211 -1.817695 -0.456 -0.267 0.159 -0.2015
O -2.346171 -3.492174 -2.467942 -0.166 0.384 -0.065 0.0372
C -1.210032 -4.198222 -2.537502 0.412 -0.137 -0.099 -0.2918
C -0.629612 -4.794388 -1.425909 -0.183 0.026 0.299 -0.0118
C 0.555113 -5.487349 -1.547483 0.142 -0.132 0.087 -0.0681
C 1.169586 -5.609060 -2.782563 -0.051 -0.131 -0.110 -0.1089
C 0.602561 -4.995347 -3.889546 0.232 -0.142 -0.010 -0.0876
C -0.572293 -4.281277 -3.769109 -0.165 0.082 -0.160 0.0074
H -7.182826 0.624345 -0.551322 0.047 0.046 -0.073 0.0153
H -7.035897 -1.038781 0.009780 -0.005 0.067 0.041 -0.0088
H -7.537699 -0.715680 -1.649771 0.004 -0.036 0.015 0.0137
H -5.593319 1.214644 -3.264749 0.000 0.004 0.024 0.0210
H -5.464212 -0.444651 -3.871508 -0.006 -0.038 0.040 0.0139
H -4.007035 0.476103 -3.481829 -0.005 0.005 0.005 0.0213
H -3.945333 1.837428 -0.865079 0.045 0.021 0.065 0.0187
H -3.253611 0.552266 0.094029 0.015 0.078 -0.111 -0.0154
H -4.820619 1.245529 0.541833 0.009 -0.011 0.010 0.0241
H -6.367619 -3.008525 -0.480221 -0.022 -0.009 -0.024 0.0712
H -6.756754 -5.430748 -0.444781 0.007 0.024 0.057 0.0843
H -4.991420 -6.995908 -1.229011 0.011 -0.002 0.020 0.0742
H -2.888056 -6.071174 -2.131998 0.005 0.022 -0.046 0.1068
H -1.130804 -4.723069 -0.472055 -0.030 0.029 0.057 0.1092
H 1.000509 -5.939064 -0.668413 0.022 -0.011 0.014 0.1066
H 2.075076 -6.187496 -2.882300 -0.011 -0.037 0.003 0.0746
H 1.081076 -5.085787 -4.857351 0.013 0.042 -0.041 0.1003
H -1.032479 -3.797339 -4.620779 -0.008 0.006 0.003 0.1218
O -2.834425 8.064547 -1.789805 0.000 0.002 0.010 -0.1475
C -2.404599 6.923153 -1.759807 0.000 0.013 0.000 -1.0914
S -2.271391 5.946282 -0.311631 0.033 -0.118 0.018 0.8944
C -1.552778 4.483016 -1.025586 -0.071 0.289 -0.481 -1.2162
C -1.357792 4.525987 -2.370124 -0.217 0.375 0.413 -1.2477
S -0.685590 3.313884 -3.395450 0.172 0.066 -0.649 0.2260
S -1.837822 6.041964 -3.167870 0.053 -0.105 0.012 0.8748
S -1.194955 3.194134 0.056368 -0.060 -0.003 0.692 0.2861
C -1.789744 -3.793063 6.023446 0.010 0.109 -0.070 -0.0812
C -1.211969 -2.640532 5.214437 -0.080 0.267 0.280 -0.2862
N -2.137330 -2.268154 4.162171 -0.348 0.518 0.384 -0.0195
C -2.098862 -1.061617 3.530890 -0.135 -0.154 0.241 -0.8555
S -1.188238 0.231320 4.095677 0.069 0.019 -0.008 0.6366
N -2.845509 -0.955879 2.421586 0.006 -0.074 -0.075 0.0228
C -3.787848 -1.934154 1.894416 -0.402 0.137 0.316 -0.2375
C -5.166930 -1.825169 2.539225 0.071 0.019 -0.028 -0.0617
H -1.146368 -4.024146 6.872923 0.019 -0.022 0.010 0.0727
H -1.877238 -4.693070 5.409205 -0.055 0.003 0.151 0.0519
H -2.782367 -3.532894 6.393354 0.002 -0.024 0.038 0.0754
H -0.242387 -2.928890 4.791710 -0.297 0.442 0.367 0.0834
H -1.053468 -1.760893 5.833222 -0.066 0.015 0.043 0.0747
H -2.502778 -3.038856 3.625065 -0.231 0.367 0.315 0.0796
H -2.870984 -0.034721 2.006362 0.111 0.017 0.006 0.1035
H -3.396028 -2.945109 2.033323 -0.446 0.174 -0.027 0.0842
H -3.864540 -1.767694 0.816560 0.074 -0.072 -0.044 0.0771
H -5.114264 -1.974515 3.620216 -0.013 -0.001 0.004 0.0649
H -5.831862 -2.572802 2.103850 -0.012 -0.001 0.013 0.0663
H -5.588966 -0.837614 2.347584 -0.016 -0.004 0.003 0.0720
```
Forces are in eV/Å.

Calculated values
Energy relative to the best compared isomer or geometry (same formula, charge and spin) = 43.64 kcal/mol
HOMO-LUMO gap = 3.4606 eV
Spin multiplicity = 1
Max |F| = 2.5 eV/A
HOMO level = -0.57 eV
LUMO = 2.89 eV
Charge = -2